1.
A structure of composition C10H16Cl2N2Pb in a non-equilibrium geometry. Source: OMol25; level of theory: ωB97M-V/def2-TZVPD.

energy above the lowest of the compared OMol25 structures with the same formula, charge and spin	63.1	kJ/mol
highest occupied orbital energy (spin up / spin down)	-8.81 / -8.77	eV
E	-1613.24349	Eh
lowest unoccupied orbital energy (spin up / spin down)	-3.025 / -1.710	eV
strongest force on any atom	0.0728	Eh/bohr

Structure (ORCA input):
```
! wB97M-V def2-TZVPD RIJCOSX def2/J DEFGRID3
* xyz 0 1
Pb 2.6435 -0.0108 -1.0412
Cl 1.5238 -2.2117 -0.3689
Cl 2.0450 1.6516 0.7426
C 4.4978 -0.4304 -0.3374
H 5.0100 0.2392 0.3738
H 5.0469 -1.3404 -0.6442
C -1.0179 1.2582 -1.8537
C 0.0789 0.7788 -2.3444
H -1.0111 2.0010 -1.0470
C 0.0862 -0.4857 -3.1751
H 1.0189 1.3561 -2.2997
C -1.1505 -0.5923 -4.0762
H 0.9968 -0.5490 -3.7856
H 0.0904 -1.3551 -2.4861
C -2.4628 -0.2929 -3.3404
H -1.0479 0.1319 -4.8966
H -1.1988 -1.5926 -4.5231
C -2.3994 0.8603 -2.3036
H -3.2277 -0.0513 -4.0896
H -2.8229 -1.1946 -2.8268
H -2.9265 1.7234 -2.7370
H -2.9901 0.5694 -1.4261
N -0.3886 -1.4637 2.0804
C -0.6001 -1.5949 3.4175
C -0.9559 -0.3238 3.8850
C -0.9152 0.5122 2.7371
N -0.5946 -0.1940 1.6368
H -0.0022 -2.1391 1.4129
H -0.5085 -2.5352 3.9341
H -1.2030 -0.0324 4.8855
H -1.0910 1.5757 2.6886
*
```

Per-atom Löwdin charges, elementary charge units: number 1, Pb, carries 0.81; number 2, Cl, carries -0.03; number 3, Cl, carries -0.11; number 4, C, carries -0.30; number 5, H, carries -0.01; number 6, H, carries -0.02; number 7, C, carries -0.10; number 8, C, carries -0.24; number 9, H, carries 0.12; number 10, C, carries -0.25; number 11, H, carries 0.02; number 12, C, carries -0.20; number 13, H, carries 0.10; number 14, H, carries 0.06; number 15, C, carries -0.19; number 16, H, carries 0.11; number 17, H, carries 0.11; number 18, C, carries -0.17; number 19, H, carries 0.10; number 20, H, carries 0.11; number 21, H, carries 0.11; number 22, H, carries 0.11; number 23, N, carries -0.07; number 24, C, carries -0.11; number 25, C, carries -0.09; number 26, C, carries -0.19; number 27, N, carries 0.00; number 28, H, carries 0.03; number 29, H, carries 0.10; number 30, H, carries 0.08; number 31, H, carries 0.09



2.
The molecule C4H8O2. Source: OMol25; level of theory: ωB97M-V/def2-TZVPD.

energy above the lowest of the compared OMol25 structures with the same formula, charge and spin	123.3	kJ/mol
highest occupied orbital energy	-10.05	eV
E	-307.66546	Eh
lowest unoccupied orbital energy	0.980	eV
SMILES string	C[C@@H](O)CC=O
strongest force on any atom	0.0108	Eh/bohr

Structure (ORCA input):
```
! wB97M-V def2-TZVPD RIJCOSX def2/J DEFGRID3
* xyz 0 1
C 0.7488 1.3781 -0.7821
C 0.4365 -0.0735 -0.4729
O 1.2776 -0.4151 0.6207
C -1.0565 -0.3320 -0.1027
C -1.0195 -1.1095 1.1924
O -0.6705 -2.2695 1.2336
H 1.8263 1.4853 -0.9421
H 0.2316 1.7254 -1.6805
H 0.4541 2.0084 0.0645
H 0.6900 -0.6928 -1.3419
H 1.1700 -1.3643 0.7883
H -1.5543 -0.9491 -0.8594
H -1.6162 0.6033 0.0124
H -1.2414 -0.5463 2.1193
*
```

Per-atom Löwdin charges, elementary charge units: number 1, C, carries -0.05; number 2, C, carries -0.43; number 3, O, carries -0.05; number 4, C, carries -0.09; number 5, C, carries -0.26; number 6, O, carries 0.04; number 7, H, carries 0.08; number 8, H, carries 0.08; number 9, H, carries 0.09; number 10, H, carries 0.14; number 11, H, carries 0.08; number 12, H, carries 0.12; number 13, H, carries 0.11; number 14, H, carries 0.13



3.
The ion CH3O3P with charge -2 in a non-equilibrium geometry. Source: OMol25; level of theory: ωB97M-V/def2-TZVPD.

energy above the lowest of the compared OMol25 structures with the same formula, charge and spin	11.8	kJ/mol
highest occupied orbital energy	1.35	eV
E	-606.99137	Eh
lowest unoccupied orbital energy	7.833	eV
SMILES string	CP(=O)([O-])[O-]
strongest force on any atom	0.0651	Eh/bohr

Structure (ORCA input):
```
! wB97M-V def2-TZVPD RIJCOSX def2/J DEFGRID3
* xyz -2 1
C 0.9658 0.0642 -0.0699
O -1.2704 -0.6053 -1.3894
O -1.3250 -0.8633 1.2174
O -1.4895 1.5127 0.2509
P -0.9754 0.0197 0.0017
H 1.4837 0.9609 -0.3803
H 1.3363 -0.1407 0.9940
H 1.2744 -0.9482 -0.6242
*
```

Per-atom Löwdin charges, elementary charge units: number 1, C, carries -0.26; number 2, O, carries -0.58; number 3, O, carries -0.57; number 4, O, carries -0.61; number 5, P, carries 0.05; number 6, H, carries -0.04; number 7, H, carries -0.01; number 8, H, carries 0.02



4.
A structure of composition C4H10AlCl3O3P in a non-equilibrium geometry. Source: OMol25; level of theory: ωB97M-V/def2-TZVPD.

highest occupied orbital energy	-4.36	eV
E	-2348.50807	Eh
lowest unoccupied orbital energy	3.104	eV
strongest force on any atom	0.0197	Eh/bohr

Structure (ORCA input):
```
! wB97M-V def2-TZVPD RIJCOSX def2/J DEFGRID3
* xyz -1 1
C -0.5202 0.8241 2.0393
C 0.1377 1.7773 1.0743
Cl 0.7794 3.1817 2.1022
C 1.2264 1.0994 0.3097
Cl 2.1024 2.3087 -0.7293
Al 0.5496 -0.3565 -0.9903
C -1.5063 -0.4134 -1.0281
O -2.0257 -0.0502 -2.3279
O -2.7431 -1.1532 -2.8725
P 1.2455 -2.5371 -0.3316
O 2.1408 -2.3683 1.0788
Cl 2.7644 -3.1051 -1.6926
H 0.2094 0.1928 2.5304
H -1.2790 0.2226 1.5560
H -1.0210 1.3960 2.8082
H -0.5631 2.2432 0.3986
H 1.9613 0.7220 1.0054
H 1.0971 -0.0773 -2.4693
H -1.8984 -1.3901 -0.7696
H -1.8934 0.3250 -0.3284
H -3.5438 -1.1951 -2.3264
H 2.7799 -1.6465 0.9632
*
```

Per-atom Löwdin charges, elementary charge units: number 1, C, carries -0.15; number 2, C, carries -0.81; number 3, Cl, carries 0.49; number 4, C, carries -0.78; number 5, Cl, carries 0.47; number 6, Al, carries 0.19; number 7, C, carries -0.28; number 8, O, carries -0.26; number 9, O, carries -0.08; number 10, P, carries 0.33; number 11, O, carries -0.51; number 12, Cl, carries -0.01; number 13, H, carries 0.08; number 14, H, carries 0.06; number 15, H, carries 0.06; number 16, H, carries 0.08; number 17, H, carries 0.03; number 18, H, carries -0.07; number 19, H, carries 0.05; number 20, H, carries 0.03; number 21, H, carries 0.08; number 22, H, carries 0.01



5.
The molecule C5H11NO2 in a non-equilibrium geometry. Source: OMol25; level of theory: ωB97M-V/def2-TZVPD.

energy above the lowest of the compared OMol25 structures with the same formula, charge and spin	182.2	kJ/mol
highest occupied orbital energy	-9.76	eV
E	-402.30875	Eh
lowest unoccupied orbital energy	0.880	eV
SMILES string	[H]/N=C(\C)OC[C@@H](C)O
strongest force on any atom	0.0651	Eh/bohr

Structure (ORCA input):
```
! wB97M-V def2-TZVPD RIJCOSX def2/J DEFGRID3
* xyz 0 1
C 0.9663 0.5078 0.1793
C -0.5274 1.1359 0.6665
C -1.4852 -1.3507 -1.5785
C 2.0165 1.5903 0.3648
C -1.2921 -0.9013 -0.1700
O -1.5391 0.4445 -0.0280
O 1.3461 -0.5648 1.0344
N -1.1168 -1.6528 0.8655
H 0.5303 -1.0294 1.3236
H 1.0226 0.1566 -0.8577
H -1.0615 -2.6347 0.5722
H -0.5364 0.9204 1.7372
H -0.6366 2.1965 0.4242
H -1.5654 -0.4945 -2.2529
H -0.6106 -1.9359 -1.8760
H -2.3858 -1.9615 -1.6570
H 1.8115 2.4566 -0.2694
H 2.0530 1.9120 1.4101
H 3.0107 1.2049 0.1118
*
```

Per-atom Löwdin charges, elementary charge units: number 1, C, carries -0.38; number 2, C, carries -0.09; number 3, C, carries 0.00; number 4, C, carries -0.07; number 5, C, carries -0.48; number 6, O, carries -0.07; number 7, O, carries -0.08; number 8, N, carries 0.15; number 9, H, carries 0.04; number 10, H, carries 0.13; number 11, H, carries 0.09; number 12, H, carries 0.12; number 13, H, carries 0.12; number 14, H, carries 0.09; number 15, H, carries 0.09; number 16, H, carries 0.09; number 17, H, carries 0.08; number 18, H, carries 0.09; number 19, H, carries 0.08



6.
A structure of composition C9H13NOPt in a non-equilibrium geometry. Source: OMol25; level of theory: ωB97M-V/def2-TZVPD.

energy above the lowest of the compared OMol25 structures with the same formula, charge and spin	121.4	kJ/mol
highest occupied orbital energy (spin up / spin down)	-5.13 / -7.45	eV
E	-599.67149	Eh
lowest unoccupied orbital energy (spin up / spin down)	0.427 / -1.638	eV
strongest force on any atom	0.1001	Eh/bohr

Structure (ORCA input):
```
! wB97M-V def2-TZVPD RIJCOSX def2/J DEFGRID3
* xyz 0 5
C -0.8670 0.9984 -1.9665
C 0.5275 0.7674 -2.2087
C 1.3017 1.5611 -1.2625
C 0.3473 2.2959 -0.4431
C -0.9865 1.8982 -0.8515
Pt 0.1759 0.1128 -0.0334
N -1.2538 -1.2321 0.4581
C -0.3201 -2.1963 0.1028
C 0.8872 -1.7307 -0.7422
H 2.3468 1.6805 -1.2304
H 0.9394 0.1867 -2.9972
H 0.5961 2.9738 0.3112
H -1.8873 2.2882 -0.4409
H -1.6799 0.5434 -2.4966
H 0.7629 -1.7746 -1.8363
H -0.8406 -2.8035 -0.5897
H -2.2809 -0.9434 0.7719
H 1.9247 -1.8386 -0.4226
H 0.1646 -2.7534 0.8961
C 0.5363 -0.4967 3.0462
C 0.4630 0.5819 2.0254
O 0.6687 1.7710 2.3203
H 1.2882 -1.2666 2.7863
H -0.4621 -0.9449 3.0099
H 0.7362 -0.0198 4.0203
*
```

Per-atom Löwdin charges, elementary charge units: number 1, C, carries -0.17; number 2, C, carries -0.23; number 3, C, carries -0.20; number 4, C, carries -0.21; number 5, C, carries -0.18; number 6, Pt, carries 1.27; number 7, N, carries -0.10; number 8, C, carries -0.44; number 9, C, carries -0.20; number 10, H, carries 0.09; number 11, H, carries 0.09; number 12, H, carries 0.08; number 13, H, carries 0.10; number 14, H, carries 0.09; number 15, H, carries 0.05; number 16, H, carries 0.10; number 17, H, carries 0.16; number 18, H, carries 0.05; number 19, H, carries 0.10; number 20, C, carries -0.10; number 21, C, carries -0.49; number 22, O, carries -0.07; number 23, H, carries 0.08; number 24, H, carries 0.06; number 25, H, carries 0.08